The following is a DFT calculation (ωB97M-V/def2-TZVPD) of C23H12Cl5MnN4OS as an isolated structure.

CARTESIAN COORDINATES (ANGSTROEM)
N 1.887 2.014 1.455
C -2.611 -2.155 1.694
H -3.015 3.817 -0.857
O -2.568 1.591 -1.987
C -1.661 -2.708 2.554
C 1.190 -0.507 -4.095
H 3.271 -2.677 -0.238
N -1.943 -0.166 0.203
C 3.663 0.202 1.521
S -1.776 5.154 0.794
C -2.022 -3.786 3.342
H -4.625 -2.221 0.937
Mn -1.330 1.154 -1.188
C -0.362 4.358 1.331
H 0.309 4.818 2.037
C -0.270 3.142 0.740
H -5.251 -4.148 2.361
Cl 0.943 3.621 -2.280
H -3.588 -5.140 3.889
Cl 3.343 0.119 -5.586
C 1.560 0.161 0.278
H 4.847 -1.548 1.267
C 0.711 2.076 0.794
N 0.470 1.000 0.088
H 4.361 0.696 2.184
C 2.112 0.475 -4.451
Cl 3.151 2.959 -4.344
C -2.150 3.844 -0.213
C 3.924 -1.050 1.005
Cl 1.270 -2.079 -4.768
H -0.660 -2.299 2.593
C 1.025 2.025 -2.951
C -4.251 -3.741 2.410
C 2.024 1.751 -3.885
H 2.293 2.739 2.021
C 2.463 0.791 1.139
C -3.312 -4.297 3.270
C -3.907 -2.664 1.613
H 1.138 -1.608 -0.896
H -1.299 -4.228 4.012
C 1.831 -1.109 -0.232
C 3.021 -1.696 0.143
N -1.296 2.861 -0.136
C -2.241 -1.048 0.871
C 0.206 -0.181 -3.171
Cl -0.981 -1.366 -2.693
C 0.108 1.057 -2.571

Computed properties:
**2S+1**: 2
**Charge**: +1
**LUMO energy (spin up / spin down)**: -3.43 / -3.26 eV
**Kohn-Sham gap (spin up / spin down)**: 7.943 / 8.108 eV
**Relative energy (zero: lowest compared OMol25 entry of this formula, charge and spin)**: 3.20 kJ/mol
**⟨S²⟩**: 0.78
**F_max**: 0.62 eV/Å